# 1
Molecular formula: C35H52OP4Tl
Method: DFT, ωB97M-V/def2-TZVPD

The geometry in XYZ format:
```
93
Properties=species:S:1:pos:R:3:forces:R:3
Tl -0.2552 -1.6987 -0.8607 -0.9961 0.6294 0.3297
P 0.1521 3.1885 -0.5458 -0.5081 -0.5756 -0.1937
P -1.4370 0.3687 -2.8033 -0.4006 -0.9755 -1.0867
P 3.1050 0.9805 0.7340 0.3433 -0.0394 0.5205
H 2.7970 -4.3267 -5.3533 -0.0210 0.0080 0.3845
C 3.1227 -4.7184 -4.3862 0.1390 -0.1311 -0.2124
C 2.3077 -5.3061 -3.5169 0.4604 -0.2842 -0.4142
H 1.2271 -5.3686 -3.6499 0.2814 -0.0553 -0.0179
C 1.2140 4.0942 -1.7477 0.0300 -0.1879 0.1732
C -1.5197 3.7505 -1.0735 -0.0446 0.1960 -0.0622
C 0.3306 4.2422 0.9324 0.1050 0.5858 0.0610
C -1.5199 -1.2158 -3.7774 -0.1375 0.0626 0.1027
C -3.2415 0.7621 -2.7315 0.1558 0.3236 0.5550
C -0.8191 1.4766 -4.1355 0.3172 0.2603 0.3534
C 3.7249 -0.7066 0.9130 0.0088 -0.3554 0.0434
C 2.6942 1.6182 2.3598 0.2086 0.3998 0.2160
C 4.3209 2.0342 -0.1086 -0.2028 0.2126 -0.2884
H 4.1969 -4.6675 -4.1823 -0.3085 -0.1047 -0.1642
H 2.7496 -5.8015 -2.6530 -0.3074 0.0888 0.0016
H 1.0558 5.1586 -1.5649 0.1772 0.0443 -0.3228
H 0.9515 3.8363 -2.7844 0.1327 0.1261 0.3488
H 2.2730 3.8402 -1.5770 -0.3520 0.1984 -0.1487
H -1.4975 4.8384 -1.2099 -0.1128 -0.1233 0.0027
H -2.2800 3.5119 -0.3198 0.2344 -0.0256 -0.0223
H -1.8389 3.2980 -2.0155 0.1499 0.0864 0.0656
H 0.6446 5.2427 0.6104 -0.1342 -0.0607 0.2245
H 1.0914 3.8561 1.6003 0.0579 0.1364 0.1100
H -0.6009 4.3314 1.5028 0.2091 -0.1125 -0.2690
H -2.4043 -1.2213 -4.4350 0.4062 -0.0270 0.1303
H -1.5908 -2.0857 -3.1061 -0.1563 0.0644 -0.3323
H -0.6053 -1.3324 -4.3717 -0.2399 -0.0403 0.0740
H -3.6404 0.8653 -3.7550 0.2159 -0.0746 0.3791
H -3.3679 1.7080 -2.1832 -0.1409 -0.3010 -0.2400
H -3.7987 -0.0192 -2.1921 0.2340 0.1887 -0.2029
H -1.5767 1.5687 -4.9296 0.2484 -0.0611 0.2701
H 0.1089 1.0548 -4.5555 -0.3550 0.1972 0.1521
H -0.5953 2.4682 -3.7142 -0.1071 -0.2971 -0.3250
H 4.8086 -0.7737 1.1272 -0.5093 0.3615 -0.0966
H 3.5362 -1.2662 -0.0078 0.0449 0.1443 0.1595
H 3.1904 -1.1993 1.7405 0.0995 0.2293 -0.3069
H 3.5893 1.8196 2.9712 -0.1991 -0.0857 -0.3698
H 2.0693 0.9103 2.9067 -0.0438 -0.0773 -0.1565
H 2.1354 2.5496 2.2299 0.2171 -0.1977 0.1120
H 5.3430 2.0089 0.3177 -0.6839 -0.2773 0.0707
H 3.9601 3.0746 -0.0421 0.1300 -0.3553 -0.1508
H 4.3806 1.7292 -1.1674 -0.0395 0.1958 0.3720
C 2.1895 -2.7997 -2.1252 -0.6751 -0.7102 -0.0163
C 2.5934 -1.7528 -3.0077 -0.0043 -0.1593 -0.2266
C 3.9346 -1.4036 -3.0564 -0.6449 0.2564 -0.6863
C 4.8581 -2.0869 -2.2556 0.2224 0.2487 -0.0780
C 4.4686 -3.1198 -1.4058 0.2007 -0.3494 0.7943
C 3.1406 -3.4361 -1.2567 -0.4093 -0.2282 -0.9016
O 0.9533 -3.2500 -2.1409 1.0369 1.7493 0.8307
H 1.8470 0.9820 0.0296 0.8061 0.0230 0.1523
H 1.8040 -1.3557 -3.6718 0.7279 -0.0158 0.3597
H 4.2783 -0.6540 -3.7818 -0.1309 -0.3073 0.4466
H 5.9052 -1.7937 -2.2792 -0.1330 -0.1346 -0.1486
H 5.2295 -3.6315 -0.8156 -0.2131 0.0584 -0.1737
H 2.7371 -4.2500 -0.6554 0.3817 0.2160 0.1367
C -4.9094 -3.7981 1.9405 0.2349 0.0853 -0.2185
C -4.1268 -3.6348 0.7858 -0.0584 -0.1242 0.0141
C -3.2624 -2.5479 0.6874 -0.0151 0.3318 0.7877
C -3.1411 -1.6173 1.7529 -0.1749 -0.5191 -1.0405
C -3.9660 -1.7635 2.8808 0.0589 -0.1430 -0.1890
C -4.8367 -2.8593 2.9759 0.0673 0.1665 -0.0358
P -1.8699 -0.2926 1.6221 -0.9127 -0.5865 1.3912
C -2.7630 1.2623 1.9887 0.3105 0.4784 -0.5688
C -4.0392 1.4792 1.4155 0.2675 -0.2890 0.1314
C -4.6776 2.7080 1.5519 -0.1161 -0.1726 -0.1056
C -4.0501 3.7491 2.2382 -0.0690 0.2181 -0.0796
C -2.7769 3.5668 2.7826 0.1572 0.0373 0.2491
C -2.1276 2.3455 2.6438 -0.2437 -0.2870 -0.2464
C -0.7830 -0.6037 3.0741 0.5056 0.1005 0.3130
C -0.9708 0.0057 4.3419 0.2182 -0.0805 -0.1330
C 0.0516 -0.0395 5.3049 -0.0039 -0.2048 -0.2692
C 1.2520 -0.7149 5.0120 -0.2871 0.4308 0.1780
C 1.3900 -1.4270 3.8175 -0.2231 -0.2584 0.1943
C 0.3590 -1.4107 2.8794 -0.1842 0.8674 0.4566
H -5.5730 -4.6650 2.0175 0.2294 0.4016 0.0192
H -4.1795 -4.3589 -0.0402 -0.0791 0.3749 0.4967
H -2.6740 -2.4127 -0.2274 -0.2427 -0.0657 0.2038
H -3.9194 -1.0254 3.6818 -0.0320 -0.2390 -0.1142
H -5.4644 -2.9750 3.8704 0.3463 0.0613 -0.4770
H -4.5292 0.6571 0.8903 0.0464 0.2538 0.1089
H -5.6723 2.8471 1.1141 0.4307 -0.0231 0.2337
H -4.5462 4.7213 2.3286 0.1702 -0.4279 0.0118
H -2.2859 4.3842 3.3332 -0.3102 -0.4465 -0.3282
H -1.1350 2.2090 3.0570 -0.0400 0.1042 -0.0385
H -1.9157 0.5090 4.5884 0.5491 -0.1123 -0.2362
H -0.0878 0.4678 6.2771 0.1129 -0.4112 -0.6898
H 2.0755 -0.6621 5.7273 -0.2756 -0.1886 -0.1956
H 2.2941 -2.0169 3.6311 -0.3811 0.1555 0.1691
H 0.4299 -2.0142 1.9885 0.1728 -0.0492 -0.3110
```
Positions in Å, forces in eV/Å.

Total charge: +3
HOMO-LUMO gap (spin up / spin down) (eV): 3.1 / 3.2
Relative energy (zero: lowest compared OMol25 entry of this formula, charge and spin) (kcal/mol): 0.0
Highest occupied orbital energy (spin up / spin down) (Eh): -0.562 / -0.565

Here are the Löwdin charges for atoms 1 to 4, given in e:
1. Tl 0.93
2. P 0.77
3. P 0.75
4. P 0.91

=====

# 2
Molecular formula: C35H53AsCrNO2P2
Method: DFT, ωB97M-V/def2-TZVPD

The geometry in XYZ format:
```
95
Properties=species:S:1:pos:R:3:forces:R:3
Cr -1.2698 0.7898 -0.0191 2.2363 1.7071 -1.3713
P -0.2965 2.9291 1.2195 -0.3371 -0.4918 0.9393
P -2.3503 -0.1416 -1.8320 -0.1907 -0.2003 -0.5027
N -2.5612 2.5047 -0.6163 0.1120 0.4679 -0.5401
C -1.8317 3.9134 1.3278 -0.1649 0.5277 -0.0296
H -2.1847 3.9328 2.3693 0.4134 -0.1133 -0.2210
H -1.5801 4.9556 1.0826 -0.0562 -0.2793 0.0186
C -2.9940 3.4337 0.4594 -0.5191 0.0306 -0.2385
H -3.7675 2.9104 1.0498 0.4708 0.1536 -0.1678
H -3.4844 4.3185 0.0118 0.1449 -0.3966 0.1451
C -3.7130 2.2344 -1.5656 0.0759 0.2447 0.1351
H -3.4967 2.7084 -2.5404 -0.0669 -0.2466 0.4399
H -4.6105 2.7225 -1.1582 0.2858 -0.1153 -0.1975
C -3.9474 0.7419 -1.7051 -0.2984 -0.1378 -0.2762
H -4.5576 0.5398 -2.5952 -0.0183 0.0221 0.2282
H -4.4877 0.3475 -0.8298 0.1683 0.0704 -0.2164
C -2.8355 -1.9096 -1.7814 -0.3986 -0.0206 -0.2379
C -2.7312 -2.4482 -0.3513 0.0311 -0.1117 0.0984
H -3.3331 -1.8762 0.3673 0.0854 -0.1670 -0.1870
H -1.6798 -2.4369 -0.0187 -0.4345 0.0430 -0.1319
H -3.0726 -3.4935 -0.3400 0.0604 0.2736 0.0710
C -1.7140 0.3310 -3.4938 -0.1913 -0.2188 0.1085
C -0.2799 -0.1748 -3.7214 0.3293 0.1540 -0.1579
H 0.2206 0.4981 -4.4322 -0.0873 -0.2548 0.1129
H -0.2592 -1.1852 -4.1527 -0.0729 0.3148 0.1897
H 0.3151 -0.1767 -2.7955 -0.1872 0.0080 -0.2069
C 1.0967 4.0009 0.6545 -0.3411 -0.0185 -0.2536
C 2.4474 3.3127 0.8813 0.3505 -0.0332 0.0144
H 3.2121 3.8007 0.2596 -0.2560 -0.0807 0.1646
H 2.4282 2.2509 0.5929 -0.0218 0.2292 0.1101
H 2.7912 3.3846 1.9227 -0.2109 0.0039 -0.3037
C -0.0037 2.3911 2.9586 -0.0033 -0.0729 0.3578
C 1.0874 1.3439 3.1322 0.2603 -0.3744 0.1299
H 0.9380 0.8434 4.0993 0.0727 0.1366 -0.2008
H 2.0977 1.7727 3.1373 -0.3297 -0.0798 -0.0162
H 1.0449 0.5594 2.3702 -0.0328 0.2929 0.0933
C -2.2937 0.3677 1.4556 -2.6916 -0.8912 4.7981
O -2.9904 0.1452 2.3796 1.9082 0.5832 -2.8466
C -2.7004 -0.0564 -4.6103 -0.2061 0.3207 -0.4823
H -3.5705 -0.6364 -4.2654 0.3424 0.1025 -0.1147
H -3.0944 0.8555 -5.0796 0.0053 -0.3120 0.0228
H -2.1972 -0.6264 -5.4017 -0.1536 0.0805 0.2227
C 0.9891 5.4299 1.1934 0.0524 0.4161 0.1322
H 1.9845 5.8869 1.2681 -0.2357 -0.1140 -0.0403
H 0.3959 6.0471 0.5078 0.1429 -0.0596 0.2197
H 0.5230 5.4890 2.1864 0.2268 0.0374 -0.3416
C 0.2264 3.5882 3.8885 0.0569 0.1628 0.1854
H 0.2994 3.2239 4.9207 -0.0155 -0.0011 -0.2061
H 1.1651 4.1102 3.6630 -0.2369 -0.1619 0.0825
H -0.6011 4.3085 3.8673 0.2336 -0.0924 -0.0063
C -2.0321 -2.7723 -2.7467 0.2126 -0.3418 -0.1099
H -0.9592 -2.7174 -2.5184 -0.3724 0.0011 -0.1293
H -2.3292 -3.8228 -2.6223 0.0313 0.2332 -0.0523
H -2.1882 -2.5049 -3.7994 0.0430 -0.0541 0.3249
H -3.8940 -1.9061 -2.0928 0.2352 -0.1491 0.1014
H -0.9610 1.9169 3.2343 0.1860 0.1983 -0.2489
H -1.6746 1.4333 -3.4442 0.0576 -0.2980 0.1003
H 0.9325 4.0424 -0.4344 0.0883 -0.0258 0.1918
H -1.8386 3.0062 -1.1649 -0.6892 -0.2909 0.2749
H -0.2603 2.2616 -0.1475 0.2110 -0.6658 -0.2747
O 0.4238 -0.2828 -0.2411 0.1032 -0.3690 0.5167
As 1.3962 -1.6126 0.2482 -0.7424 0.4963 -0.2970
C 0.8907 -3.1986 -0.7229 0.4070 -0.5365 0.1257
C 0.2212 -4.2440 -0.0723 0.0411 0.0443 -0.2699
C -0.0547 -5.4238 -0.7693 0.0596 0.0831 0.0123
C 0.3814 -5.5853 -2.0880 -0.0403 0.2190 0.2000
C 1.0905 -4.5602 -2.7171 0.1141 0.2724 0.0468
C 1.3590 -3.3666 -2.0383 -0.1544 -0.1322 0.2723
C 3.1992 -1.2479 -0.2807 0.5520 0.1724 -0.1339
C 4.1990 -2.2103 -0.0446 0.0123 0.1384 -0.0742
C 5.5064 -1.9833 -0.4939 -0.3513 0.0707 0.0729
C 5.8148 -0.8008 -1.1760 -0.2591 -0.0352 0.0827
C 4.8184 0.1520 -1.4108 -0.2278 -0.0470 0.0631
C 3.5031 -0.0658 -0.9741 0.1691 -0.2179 0.1238
C 1.2123 -1.8684 2.1537 0.3340 -0.3186 0.1400
C -0.0491 -2.0768 2.7266 0.1642 -0.0060 0.0525
C -0.1498 -2.3030 4.1026 -0.0334 0.0908 -0.1943
C 0.9949 -2.3113 4.9026 0.0647 0.0251 -0.1462
C 2.2496 -2.0948 4.3269 -0.0168 0.0306 -0.0782
C 2.3671 -1.8751 2.9528 -0.3332 -0.0525 -0.0729
H -0.0697 -4.1424 0.9751 0.0140 -0.0866 -0.3175
H -0.5982 -6.2252 -0.2686 0.1851 0.1800 -0.1400
H 0.1816 -6.5168 -2.6193 0.0522 0.2784 0.1594
H 1.4492 -4.6869 -3.7405 -0.1026 0.0194 0.3323
H 1.9377 -2.5717 -2.5124 -0.1458 -0.2349 0.0249
H 3.9571 -3.1395 0.4848 0.1232 0.3182 -0.2387
H 6.2771 -2.7344 -0.3103 -0.2507 0.2607 -0.0671
H 6.8332 -0.6273 -1.5310 -0.3600 -0.0422 0.1306
H 5.0561 1.0746 -1.9447 -0.0479 -0.3240 0.1508
H 2.7129 0.6650 -1.1752 0.3107 -0.2646 0.0569
H -0.9481 -2.0623 2.1064 0.2175 -0.0415 0.2038
H -1.1315 -2.4769 4.5439 0.2697 0.0557 -0.0926
H 0.9099 -2.4912 5.9773 0.0309 0.0581 -0.3949
H 3.1465 -2.1018 4.9467 -0.2550 0.0017 -0.1528
H 3.3439 -1.7031 2.4991 -0.2146 -0.0514 0.1993
```
Positions in Å, forces in eV/Å.

2S+1: 4
Total charge: +2
HOMO-LUMO gap (spin up / spin down) (eV): 8.2 / 7.1
Highest occupied orbital energy (spin up / spin down) (Eh): -0.473 / -0.462
Expectation value of S²: 3.83

Here are the Löwdin charges for atoms 1 to 4, given in e:
1. Cr 0.24
2. P 1.04
3. P 0.99
4. N -0.18

=====

The lowest total charge belongs to which entry?
C35H53AsCrNO2P2

=====

Which of these has the highest total charge?
C35H52OP4Tl